[1]
Here is C20H24N4O2V as an isolated structure from the Open Molecules 2025 dataset. Energies are from the ωB97M-V functional and the def2-TZVPD basis.

XYZ file:
```
51
Properties=species:S:1:pos:R:3:mulliken_charge:R:1
V -0.97 0.12 0.68 1.613
C -0.90 3.17 1.15 -0.805
O -0.88 1.80 1.72 0.075
C -0.01 1.68 2.89 -0.492
C -0.29 0.33 3.48 -0.637
O -0.31 -0.63 2.36 -0.173
C -0.27 -2.04 2.80 -0.740
H -1.27 3.84 1.93 0.300
H -1.59 3.13 0.32 0.330
H 0.10 3.43 0.84 0.330
H -0.25 2.47 3.60 0.455
H 1.03 1.79 2.55 0.388
H -1.27 0.27 3.96 0.418
H 0.49 0.02 4.17 0.459
H 0.67 -2.18 3.33 0.303
H -0.31 -2.64 1.90 0.331
H -1.13 -2.21 3.44 0.329
C -7.00 -1.18 -0.25 -1.362
C -5.56 -0.82 -0.08 1.014
C -4.58 -1.23 -1.00 -0.875
C -3.27 -0.88 -0.81 -0.224
N -2.87 -0.13 0.25 -0.233
C -3.82 0.30 1.13 -0.173
C -5.14 -0.04 1.00 -0.908
H -7.14 -1.93 -1.02 0.382
H -7.55 -0.28 -0.53 0.354
H -7.42 -1.53 0.69 0.403
H -4.85 -1.83 -1.86 0.423
H -2.51 -1.19 -1.51 0.502
H -3.47 0.91 1.95 0.518
H -5.85 0.32 1.74 0.481
N 8.92 -1.25 -3.04 -0.338
C 7.83 -1.01 -2.80 -0.095
C 6.45 -0.71 -2.51 0.359
C 5.96 -0.91 -1.22 -1.173
C 4.64 -0.62 -0.94 -0.505
C 3.82 -0.14 -1.95 2.270
C 4.29 0.05 -3.24 -0.528
C 5.62 -0.23 -3.52 -1.095
N 2.43 0.15 -1.66 0.284
C 1.55 0.82 -2.50 -0.122
C 0.35 0.87 -1.88 -1.318
N 0.48 0.24 -0.64 0.009
C 1.77 -0.17 -0.56 -0.412
H 6.62 -1.27 -0.45 0.467
H 4.29 -0.76 0.08 0.236
H 3.67 0.41 -4.05 0.265
H 6.01 -0.09 -4.52 0.484
H 1.84 1.21 -3.46 0.455
H -0.57 1.31 -2.22 0.553
H 2.19 -0.72 0.26 0.420
```

Results
- frontier orbital gap (eV) = 4.98
- LUMO energy (eV) = -11.64
- net charge = +3
- E_HOMO (hartree) = -0.6106

=====

[2]
Here is a 4-piece molecular cluster, H8O4 overall from the Open Molecules 2025 dataset. Energies are from the ωB97M-V functional and the def2-TZVPD basis.

XYZ file:
```
12
Properties=species:S:1:pos:R:3:mulliken_charge:R:1
O -0.55 -0.78 -2.81 -0.611
H 0.38 -0.71 -2.68 0.318
H -0.71 -1.62 -2.47 0.285
O -1.53 -1.03 0.23 -0.684
H -1.40 -0.59 1.09 0.345
H -0.80 -1.60 0.13 0.316
O 0.59 0.99 -0.34 -0.642
H 0.21 1.84 -0.42 0.310
H -0.18 0.44 -0.47 0.357
O 0.99 0.92 2.66 -0.618
H 1.63 1.17 3.29 0.295
H 1.35 0.97 1.78 0.329
```

Results
- energy above the lowest of the compared OMol25 structures with the same formula, charge and spin (kcal per mole) = 22.8
- frontier orbital gap (eV) = 12.03
- LUMO energy (eV) = 0.62
- E_HOMO (hartree) = -0.4192
- structure (SMILES) = O.O.O.O

=====

[3]
Here is C18H18ClCoN3O7P2 as an isolated structure from the Open Molecules 2025 dataset. Energies are from the ωB97M-V functional and the def2-TZVPD basis.

XYZ file:
```
50
Properties=species:S:1:pos:R:3:mulliken_charge:R:1
Co 0.78 -0.53 -0.12 0.385
Cl 4.39 5.24 1.76 -0.145
C 3.87 3.70 1.24 0.268
C 4.60 3.03 0.23 -0.580
C 4.21 1.80 -0.17 -0.692
C 3.03 1.17 0.38 0.667
O 2.69 0.04 -0.04 -0.691
C 2.29 1.89 1.43 0.342
C 1.18 1.30 2.17 0.323
N 0.68 0.17 1.86 0.364
C -0.30 -0.51 2.63 0.859
C -0.82 -0.10 3.82 -0.821
C -1.78 -0.88 4.49 -0.990
C -2.20 -2.06 3.96 -0.849
C -1.67 -2.52 2.73 0.936
C -2.07 -3.73 2.11 -0.548
C -1.52 -4.10 0.92 -0.966
C -0.55 -3.26 0.33 -0.197
N -0.15 -2.14 0.88 -0.228
C -0.71 -1.75 2.07 0.486
C 2.74 3.12 1.83 -0.796
H 5.47 3.51 -0.19 0.441
H 4.74 1.25 -0.94 0.491
H 0.83 1.87 3.03 0.242
H -0.50 0.83 4.27 0.319
H -2.18 -0.54 5.44 0.403
H -2.94 -2.66 4.47 0.428
H -2.82 -4.35 2.60 0.445
H -1.81 -5.02 0.42 0.427
H -0.10 -3.51 -0.62 0.590
H 2.23 3.66 2.62 0.484
N -2.60 -0.51 -2.84 -0.240
C -1.29 0.27 -2.98 0.797
C -1.39 1.20 -4.17 -1.784
P -0.05 -1.13 -3.23 0.682
O 0.93 -0.45 -4.29 -0.498
O -0.88 -2.23 -3.81 -0.875
O 0.67 -1.39 -1.94 -0.440
P -1.02 1.08 -1.36 0.980
O -1.99 2.36 -1.40 -0.587
O 0.41 1.47 -1.19 -0.637
O -1.52 0.07 -0.36 -0.893
H -2.43 -1.41 -3.35 0.425
H -3.39 0.01 -3.23 0.349
H -2.75 -0.70 -1.84 0.280
H -1.51 0.65 -5.10 0.423
H -0.47 1.78 -4.26 0.383
H -2.22 1.90 -4.05 0.509
H 1.42 -1.09 -4.83 0.373
H -1.51 3.20 -1.40 0.357
```

Results
- frontier orbital gap (alpha / beta) (eV) = 7.72 / 5.93
- LUMO energy (alpha / beta) (eV) = -3.61 / -5.63
- spin multiplicity = 5
- ⟨S²⟩ = 6.055
- net charge = +1
- E_HOMO (alpha / beta) (hartree) = -0.4163 / -0.4249

=====

[4]
Here is a 2-piece molecular cluster, C4H9NO2 overall from the Open Molecules 2025 dataset. Energies are from the ωB97M-V functional and the def2-TZVPD basis.

XYZ file:
```
16
Properties=species:S:1:pos:R:3:mulliken_charge:R:1
C 0.21 -0.56 -0.80 0.980
C 0.36 0.31 0.42 0.169
C 0.61 1.81 0.42 -0.398
O 0.84 2.27 1.72 -0.903
N -0.03 0.08 -2.08 -1.137
C -0.96 -1.56 -0.48 -1.010
O -0.85 -2.47 0.56 -0.907
H 0.94 -0.20 1.19 0.232
H 1.08 -1.23 -0.89 0.297
H -1.29 0.41 1.54 0.211
H -0.74 0.28 0.91 -0.722
H 1.51 2.03 -0.16 0.224
H -0.23 2.34 -0.03 0.249
H 0.83 0.15 -2.62 0.058
H -1.27 -2.07 -1.41 0.447
H -1.80 -0.91 -0.16 0.212
```

Results
- energy above the lowest of the compared OMol25 structures with the same formula, charge and spin (kcal per mole) = 142.8
- frontier orbital gap (eV) = 4.81
- LUMO energy (eV) = 6.37
- net charge = -2
- E_HOMO (hartree) = 0.0572

=====

[5]
Here is C38H50AsBN2O4S3Ti as an isolated structure from the Open Molecules 2025 dataset. Energies are from the ωB97M-V functional and the def2-TZVPD basis.

XYZ file:
```
100
Properties=species:S:1:pos:R:3:mulliken_charge:R:1
Ti -1.28 -0.71 -0.14 -2.128
C -3.13 -2.90 1.96 -0.919
O -2.63 -1.61 1.61 0.015
C -2.67 -0.65 2.62 1.018
C -3.13 -0.88 3.90 -0.676
C -3.14 0.16 4.82 -0.993
C -2.71 1.43 4.45 -0.600
C -2.26 1.66 3.16 -1.172
C -2.22 0.62 2.24 -0.257
N -1.82 0.78 0.91 1.464
N -1.67 2.04 0.49 -1.233
C -1.62 2.31 -0.82 -0.599
C -1.91 1.36 -1.84 0.937
O -2.05 0.07 -1.51 1.023
C -2.03 1.78 -3.17 -0.537
C -1.75 3.06 -3.53 -1.045
C -1.33 4.02 -2.57 0.891
C -0.93 5.32 -2.95 -1.095
C -0.50 6.22 -2.01 -0.591
C -0.46 5.86 -0.66 -0.799
C -0.85 4.60 -0.26 -0.715
C -1.29 3.66 -1.21 0.932
H -4.19 -2.85 2.20 0.409
H -2.57 -3.31 2.80 0.458
H -2.99 -3.53 1.09 -0.129
H -3.49 -1.85 4.20 0.468
H -3.50 -0.02 5.82 0.427
H -2.73 2.23 5.17 0.470
H -1.94 2.64 2.85 0.509
H -2.30 1.04 -3.92 0.397
H -1.83 3.36 -4.57 0.400
H -0.97 5.59 -4.00 0.436
H -0.18 7.21 -2.31 0.410
H -0.12 6.57 0.08 0.442
H -0.81 4.31 0.78 0.335
C -2.30 -2.55 -3.97 -1.161
C -3.48 -2.01 -3.17 -0.391
S -3.54 -2.44 -1.41 0.159
C -3.36 -4.25 -1.46 -1.039
C -1.96 -4.80 -1.11 -1.209
S -0.72 -3.60 -0.48 0.542
C 0.61 -3.83 -1.69 -0.019
C 0.23 -3.58 -3.15 -1.295
S -0.64 -2.00 -3.42 0.481
H -2.40 -2.20 -5.00 0.616
H -2.29 -3.63 -3.98 0.359
H -4.40 -2.38 -3.62 0.765
H -3.51 -0.93 -3.18 -0.066
H -3.66 -4.57 -2.46 0.587
H -4.10 -4.62 -0.76 0.538
H -1.50 -5.27 -1.97 0.487
H -2.05 -5.56 -0.33 0.555
H 1.00 -4.85 -1.58 0.833
H 1.37 -3.12 -1.37 -0.608
H -0.40 -4.37 -3.55 0.597
H 1.14 -3.55 -3.74 0.583
C 2.82 2.38 -1.40 -1.813
C 2.10 1.21 -2.07 1.475
C 1.84 1.56 -3.54 -1.874
O 0.81 1.08 -1.44 0.124
B 0.61 -0.17 -0.95 0.788
O 1.73 -0.96 -1.15 -0.039
C 2.76 -0.20 -1.85 1.980
C 4.00 -0.19 -0.96 -1.948
C 3.09 -0.96 -3.13 -1.961
H 2.21 3.27 -1.53 0.413
H 3.79 2.55 -1.85 0.426
H 2.94 2.21 -0.33 0.179
H 1.36 2.53 -3.58 0.398
H 1.17 0.83 -4.00 0.209
H 2.78 1.60 -4.10 0.448
H 3.77 0.21 0.03 0.077
H 4.79 0.41 -1.41 0.467
H 4.37 -1.21 -0.83 0.447
H 2.21 -1.06 -3.77 0.371
H 3.46 -1.95 -2.87 0.497
H 3.87 -0.44 -3.69 0.383
C 2.12 -2.30 1.78 -0.926
As 0.49 -1.23 2.04 1.305
C 0.42 -1.52 3.99 -1.550
C 1.36 0.57 1.99 2.100
C 2.15 1.00 3.19 -0.501
C 1.50 1.50 4.32 0.270
C 2.22 1.94 5.41 -0.953
C 3.61 1.89 5.40 -0.485
C 4.26 1.39 4.28 -0.950
C 3.54 0.95 3.19 -0.015
H 2.90 -1.96 2.46 0.527
H 2.46 -2.20 0.75 -0.160
H 1.90 -3.35 1.99 0.493
H 1.37 -1.21 4.43 0.494
H 0.27 -2.59 4.17 0.467
H -0.39 -0.97 4.45 0.241
H 0.58 1.30 1.77 -0.178
H 2.01 0.52 1.11 -1.472
H 0.42 1.54 4.33 0.370
H 1.70 2.33 6.28 0.433
H 4.18 2.25 6.25 0.405
H 5.35 1.36 4.26 0.440
H 4.06 0.56 2.32 0.330
```

Results
- energy above the lowest of the compared OMol25 structures with the same formula, charge and spin (kcal per mole) = 23.3
- frontier orbital gap (alpha / beta) (eV) = 5.91 / 6.94
- LUMO energy (alpha / beta) (eV) = -3.13 / -3.21
- spin multiplicity = 2
- ⟨S²⟩ = 0.811
- net charge = +1
- E_HOMO (alpha / beta) (hartree) = -0.3323 / -0.3733

=====

What did the first record say?
Here is C20H24N4O2V as an isolated structure from the Open Molecules 2025 dataset. Energies are from the ωB97M-V functional and the def2-TZVPD basis.

XYZ file:
```
51
Properties=species:S:1:pos:R:3:mulliken_charge:R:1
V -0.97 0.12 0.68 1.613
C -0.90 3.17 1.15 -0.805
O -0.88 1.80 1.72 0.075
C -0.01 1.68 2.89 -0.492
C -0.29 0.33 3.48 -0.637
O -0.31 -0.63 2.36 -0.173
C -0.27 -2.04 2.80 -0.740
H -1.27 3.84 1.93 0.300
H -1.59 3.13 0.32 0.330
H 0.10 3.43 0.84 0.330
H -0.25 2.47 3.60 0.455
H 1.03 1.79 2.55 0.388
H -1.27 0.27 3.96 0.418
H 0.49 0.02 4.17 0.459
H 0.67 -2.18 3.33 0.303
H -0.31 -2.64 1.90 0.331
H -1.13 -2.21 3.44 0.329
C -7.00 -1.18 -0.25 -1.362
C -5.56 -0.82 -0.08 1.014
C -4.58 -1.23 -1.00 -0.875
C -3.27 -0.88 -0.81 -0.224
N -2.87 -0.13 0.25 -0.233
C -3.82 0.30 1.13 -0.173
C -5.14 -0.04 1.00 -0.908
H -7.14 -1.93 -1.02 0.382
H -7.55 -0.28 -0.53 0.354
H -7.42 -1.53 0.69 0.403
H -4.85 -1.83 -1.86 0.423
H -2.51 -1.19 -1.51 0.502
H -3.47 0.91 1.95 0.518
H -5.85 0.32 1.74 0.481
N 8.92 -1.25 -3.04 -0.338
C 7.83 -1.01 -2.80 -0.095
C 6.45 -0.71 -2.51 0.359
C 5.96 -0.91 -1.22 -1.173
C 4.64 -0.62 -0.94 -0.505
C 3.82 -0.14 -1.95 2.270
C 4.29 0.05 -3.24 -0.528
C 5.62 -0.23 -3.52 -1.095
N 2.43 0.15 -1.66 0.284
C 1.55 0.82 -2.50 -0.122
C 0.35 0.87 -1.88 -1.318
N 0.48 0.24 -0.64 0.009
C 1.77 -0.17 -0.56 -0.412
H 6.62 -1.27 -0.45 0.467
H 4.29 -0.76 0.08 0.236
H 3.67 0.41 -4.05 0.265
H 6.01 -0.09 -4.52 0.484
H 1.84 1.21 -3.46 0.455
H -0.57 1.31 -2.22 0.553
H 2.19 -0.72 0.26 0.420
```

Results
- frontier orbital gap (eV) = 4.98
- LUMO energy (eV) = -11.64
- net charge = +3
- E_HOMO (hartree) = -0.6106